2 unconnected molecules or ions with the total composition C35H29ClF6N3. Source: the Open Molecules 2025 dataset; level of theory: the ωB97M-V functional and the def2-TZVPD basis.

Structure (ORCA input):
```
! RIJCOSX wB97M-V def2-TZVPD def2/J DEFGRID3
* xyz 1 1
Cl 7.22768 0.57971 4.60613
C 5.52617 0.59044 4.39839
C 4.83321 -0.62335 4.25376
C 3.45739 -0.61367 4.02212
C 2.76673 0.60979 3.94173
N 1.43467 0.63228 3.55075
C 3.45347 1.81822 4.15931
C 4.83356 1.81271 4.36546
H 5.37893 -1.56246 4.31343
H 2.90606 -1.54809 3.91029
H 0.88501 1.40264 3.91086
H 0.94702 -0.25388 3.54911
H 2.90242 2.76037 4.15101
H 5.38344 2.74222 4.49685
F 3.32148 -5.90591 -1.59116
C 3.57154 -4.57081 -1.62901
F 3.32589 -4.06078 -0.37614
F 4.91974 -4.39996 -1.85500
C 2.78756 -3.80846 -2.65660
N 3.09100 -2.37878 -2.50204
C 3.92498 -1.81483 -3.50131
C 3.38307 -1.52651 -4.76740
C 4.21662 -1.10137 -5.79634
C 5.59554 -0.99283 -5.58403
C 6.13829 -1.30121 -4.33263
C 5.30748 -1.69980 -3.28844
C 2.40760 -1.60704 -1.59286
C 3.02843 -0.45350 -1.05597
C 2.39108 0.29797 -0.09210
C 1.03576 0.03202 0.26523
C 0.32851 0.93270 1.10818
C -1.08609 1.10947 1.07959
C -1.76850 1.63140 2.21693
C -3.13544 1.80500 2.21708
C -3.89447 1.50581 1.06037
N -5.26066 1.62401 1.05162
C -6.02757 1.58310 2.30225
C -6.25946 0.14561 2.66729
F -6.82985 -0.05483 3.88572
F -7.07035 -0.43924 1.71744
F -5.07717 -0.55522 2.64082
C -5.99041 1.93931 -0.12181
C -6.42520 0.91711 -0.98055
C -7.23858 1.22411 -2.06858
C -7.59263 2.55169 -2.32878
C -7.15992 3.57080 -1.47329
C -6.38854 3.26780 -0.35584
C -3.22330 1.09245 -0.11382
C -1.86474 0.85354 -0.09181
C 0.43063 -1.14465 -0.26853
C 1.10318 -1.94674 -1.16909
H 3.13357 -4.10915 -3.64864
H 1.72547 -4.01165 -2.50880
H 2.30538 -1.64138 -4.90330
H 3.78286 -0.85465 -6.76557
H 6.24604 -0.66950 -6.39915
H 7.21213 -1.22896 -4.15973
H 5.70657 -1.94751 -2.30342
H 4.03080 -0.19309 -1.39771
H 2.88521 1.16479 0.35141
H 0.91703 1.65575 1.66486
H -1.20288 1.88542 3.11482
H -3.63653 2.20861 3.09668
H -5.48703 2.07346 3.11447
H -6.99715 2.05173 2.10644
H -6.12845 -0.11037 -0.76174
H -7.58959 0.41898 -2.71284
H -8.21194 2.79564 -3.19438
H -7.42646 4.60825 -1.67112
H -6.05857 4.03516 0.34789
H -3.79425 0.92622 -1.02652
H -1.37834 0.49422 -0.99712
H -0.59374 -1.40282 0.00283
H 0.60860 -2.81752 -1.59793
*
```

Output
Energy above the lowest of the compared OMol25 structures with the same formula, charge and spin: 0.00 kcal per mole
Orbital gap: 5.582 eV
Calculated total energy: -70057.8047 eV